Record 1
{
  "formula": "C8H26IN4O8",
  "method": "ωB97M-V with the def2-TZVPD basis set",
  "relative_energy_kj_mol": 20.4,
  "multiplicity": 1,
  "charge": -1,
  "homo_energy_ev": -5.77,
  "largest_force_ev_per_a": 1.94,
  "total_energy_ev": -39162.7876,
  "gap_ev": 8.265,
  "symbols": ["H", "O", "O", "H", "H", "H", "H", "H", "N", "I", "O", "N", "H", "O", "H", "N", "H", "C", "H", "C", "O", "C", "C", "H", "H", "H", "H", "H", "H", "H", "N", "C", "C", "H", "C", "H", "H", "H", "H", "H", "O", "H", "H", "C", "O", "H", "O"],
  "xyz": [[5.429, 0.957, 0.903], [-4.612, 4.135, 0.747], [-1.373, 3.579, 4.891], [-3.851, -3.329, -2.903], [-2.309, -2.918, -2.278], [-0.852, 4.340, 5.144], [-2.955, 3.147, -0.776], [-2.462, 2.666, 2.577], [-2.842, -0.432, -2.118], [0.009, 0.625, -0.256], [0.449, -5.024, -2.979], [-2.639, 3.212, 0.175], [0.334, 2.781, 5.582], [6.002, 0.750, 0.161], [1.941, -3.773, -2.186], [-3.236, 3.275, 2.385], [-3.131, 0.529, -2.070], [0.542, -2.666, -3.267], [-1.100, 1.664, 5.678], [1.389, -3.948, -3.109], [3.580, -0.067, -1.409], [4.214, -0.801, -0.357], [-3.597, 3.519, 1.106], [6.048, -0.449, -1.426], [-0.830, 0.931, 2.169], [6.342, -1.335, -0.008], [2.038, -4.149, -3.958], [3.846, -0.466, 0.616], [0.426, -5.246, -2.044], [-1.928, -0.625, -1.721], [-3.245, -2.630, -2.508], [-3.725, -1.348, -2.573], [-0.113, 1.837, 3.765], [-3.993, 3.428, 3.032], [5.711, -0.526, -0.388], [2.633, -0.243, -1.310], [-1.768, 2.734, 0.361], [4.009, -1.841, -0.626], [-0.242, -2.887, -3.996], [0.213, -1.509, -1.633], [0.000, -2.388, -1.994], [0.834, 1.308, 3.929], [1.093, -1.779, -3.595], [-0.558, 2.397, 5.083], [-4.838, -1.084, -3.037], [0.166, 2.659, 3.100], [-1.047, 0.991, 3.117]],
  "forces_ev_per_angstrom": [[-0.1, -0.2, 0.0], [0.3, -0.9, 0.8], [-0.5, -0.6, 0.2], [0.1, 0.1, 0.0], [0.2, 0.5, 0.1], [0.0, 0.1, -0.1], [0.0, 0.2, 0.1], [-0.1, -0.3, 0.4], [0.1, 0.8, 0.1], [0.3, 0.0, 0.1], [0.7, -0.2, 0.3], [0.2, -0.3, -0.4], [0.2, -0.7, 0.3], [0.6, 0.0, 0.1], [0.4, -0.4, -0.1], [-0.8, 0.3, -0.1], [-0.1, -0.1, 0.0], [0.7, 0.1, 0.1], [0.0, 0.1, 0.1], [-1.1, 1.0, -0.1], [0.2, 0.1, 0.4], [0.4, 0.0, -1.3], [0.2, 1.4, -1.4], [-0.3, 0.0, -0.1], [0.2, -0.2, 0.0], [-0.3, 0.0, 0.8], [0.1, 0.0, 0.0], [-0.3, -0.5, 0.1], [-0.2, 0.0, -0.1], [-0.4, -0.2, -0.1], [-0.7, -0.9, -0.3], [0.1, -0.1, -0.4], [0.9, -0.4, -0.9], [0.5, -0.2, 0.3], [-0.2, 0.5, -0.9], [-0.1, 0.4, 0.0], [-0.2, -0.2, 0.2], [0.2, -0.3, 0.9], [-0.1, 0.1, 0.1], [0.1, 0.0, -0.3], [-0.8, -0.5, 0.3], [0.0, -0.3, 0.1], [0.3, -0.3, -0.3], [-0.1, 1.3, -0.4], [0.7, -0.2, 0.5], [-0.1, 0.3, 0.1], [-0.4, 0.4, 0.6]],
  "mulliken_charge": [0.315, -0.706, -0.496, 0.188, 0.219, 0.279, 0.199, 0.281, -0.141, -0.346, -0.538, -0.322, 0.348, -0.498, 0.271, -0.255, 0.100, -0.307, 0.231, -0.487, -0.469, -0.082, 0.481, 0.249, -0.003, 0.286, 0.314, 0.292, 0.326, 0.134, -0.331, 0.474, -0.297, 0.179, -0.477, 0.114, 0.078, 0.173, 0.275, -0.067, -0.382, 0.429, 0.367, -0.459, -0.702, 0.313, -0.552]
}

***

Record 2
{
  "formula": "C23H46BN5O21",
  "method": "ωB97M-V with the def2-TZVPD basis set",
  "multiplicity": 1,
  "smiles": "NCCCc1nnc(OB(O)O)nn1.COC(=O)OC.COC(=O)OC.COC(=O)OC.COC(=O)OC.COC(=O)OC.COC(=O)OC",
  "charge": 0,
  "homo_energy_ev": -9.51,
  "largest_force_ev_per_a": 4.47,
  "total_energy_ev": -75717.8838,
  "gap_ev": 8.107,
  "symbols": ["O", "C", "C", "H", "C", "H", "O", "C", "C", "C", "H", "H", "H", "H", "H", "H", "C", "C", "H", "O", "H", "O", "H", "C", "O", "H", "H", "N", "H", "H", "N", "C", "H", "H", "O", "O", "H", "H", "O", "C", "N", "H", "C", "O", "H", "H", "H", "O", "H", "O", "H", "O", "H", "O", "B", "O", "C", "C", "H", "H", "H", "O", "H", "H", "H", "H", "C", "C", "O", "H", "H", "O", "H", "C", "H", "H", "O", "C", "H", "H", "C", "N", "H", "O", "O", "H", "H", "C", "N", "H", "C", "C", "H", "C", "H", "O"],
  "xyz": [[4.596, 3.485, -1.576], [5.278, 8.115, 0.655], [4.489, -2.510, -4.742], [-3.615, -0.201, 1.658], [3.751, 3.691, -0.535], [6.263, 4.181, -2.542], [6.460, 8.306, -1.742], [-1.257, 3.453, -0.579], [-4.944, 3.750, -3.776], [-1.954, 1.493, 0.488], [-5.248, -10.095, 5.452], [-5.532, -10.389, 3.726], [1.137, 1.980, 0.368], [-5.057, -6.008, 2.255], [-6.496, 5.841, -3.317], [4.935, 8.233, 1.686], [-6.353, 5.524, -4.355], [2.344, -5.268, 1.597], [2.324, 2.712, 1.465], [-4.541, -3.987, 0.788], [4.413, 8.214, -0.009], [3.895, -0.773, -1.755], [-5.087, -8.745, 4.313], [-9.734, -8.001, 2.984], [3.976, -0.012, -3.921], [5.733, 7.124, 0.555], [-9.781, -8.666, 2.115], [-1.611, -3.237, 1.304], [-2.324, -0.915, 2.644], [-7.281, 5.711, -4.903], [-0.358, -3.017, 1.005], [2.088, -2.516, 1.761], [1.527, -6.431, 3.202], [-3.636, 0.789, -3.462], [4.303, -2.216, -3.359], [-1.173, 2.600, 0.561], [-0.925, 2.928, -1.480], [5.245, 5.447, -1.830], [2.807, 2.717, -0.560], [5.649, 4.442, -1.675], [2.395, -6.452, 2.585], [2.365, -7.344, 2.010], [3.622, 0.561, -1.328], [-2.688, 1.193, -0.440], [3.586, -2.273, -5.313], [4.684, -3.582, -4.836], [8.953, 11.066, -2.241], [-4.103, -5.765, 2.525], [1.232, -5.250, 1.203], [-8.947, -8.584, 4.021], [-0.593, 4.306, -0.412], [-1.777, 0.777, 1.628], [-2.277, 3.831, -0.703], [-4.805, 2.407, -3.917], [-3.960, -4.318, 2.137], [-7.027, -9.363, 4.749], [2.846, -3.872, 2.294], [4.050, -0.909, -3.096], [3.517, 0.553, -0.240], [4.451, 1.227, -1.589], [5.353, -1.967, -5.140], [3.828, 4.595, 0.283], [-9.337, -7.021, 2.702], [2.684, 0.920, -1.762], [-2.262, -1.104, 0.881], [-3.904, -4.480, 0.159], [-3.646, 1.868, -3.285], [-7.654, -8.812, 3.679], [-4.182, 4.490, -3.174], [3.010, -5.515, 0.638], [-5.551, 6.098, -4.830], [-7.144, -8.564, 2.598], [2.712, -3.996, 3.471], [-1.908, -3.101, 2.700], [8.836, 9.312, -2.478], [-3.681, 2.039, -2.204], [-6.077, 4.126, -4.420], [1.842, 2.807, 0.486], [2.252, -2.438, 0.581], [6.283, 4.412, -0.783], [6.749, 9.108, -0.868], [0.178, -2.614, 3.535], [-10.749, -7.863, 3.367], [6.236, 9.137, 0.388], [7.639, 10.126, -0.983], [-2.736, 2.296, -3.717], [1.285, 3.747, 0.418], [0.468, -2.738, 2.139], [-1.084, -2.778, 3.829], [2.494, -1.536, 2.261], [8.262, 10.219, -2.262], [-2.543, -0.424, 1.692], [4.006, -3.718, 2.063], [-5.648, -9.659, 4.533], [7.516, 10.402, -3.042], [-3.355, -3.329, 3.048]],
  "forces_ev_per_angstrom": [[-0.9, 0.0, 0.9], [-0.4, -0.4, 0.1], [0.1, -0.1, -0.5], [0.2, -0.1, -0.1], [0.1, 0.6, 0.2], [-0.3, -0.2, 0.1], [0.4, 1.1, 1.2], [-0.1, 0.4, -0.5], [0.3, -0.1, 0.2], [-0.3, -0.1, -0.2], [-0.4, 0.1, -0.1], [0.0, 0.3, 0.0], [0.3, 0.1, -0.2], [2.3, 0.3, 0.3], [0.2, 0.0, -0.2], [0.3, 0.2, -0.2], [-0.1, 0.5, 0.0], [-0.6, -0.4, -0.8], [-0.1, 0.2, -0.2], [3.1, -1.3, 2.1], [0.2, -0.1, 0.0], [0.3, -0.7, -1.2], [-0.1, -0.2, -0.1], [-0.3, 0.2, -0.4], [0.1, -1.3, 1.2], [-0.2, 0.2, -0.1], [0.1, 0.2, 0.1], [-0.4, 0.1, 4.4], [0.1, 0.6, -0.2], [0.2, -0.3, 0.1], [1.7, 0.6, 4.1], [-1.1, -1.0, -0.1], [1.5, -0.1, -1.3], [-0.3, 0.3, -0.1], [-0.2, 0.9, 0.3], [-0.7, -1.0, 0.2], [-0.2, 0.0, 0.1], [0.1, -0.2, 0.2], [0.7, 1.7, 0.2], [0.5, 0.5, -0.1], [-0.7, 0.2, -1.0], [-0.1, 1.5, 1.1], [-0.1, 0.1, 0.0], [1.1, 0.4, 1.5], [0.2, 0.1, 0.1], [-0.1, 0.2, 0.3], [-0.2, -0.1, 0.3], [-1.7, 3.6, -0.8], [2.1, 0.7, 0.6], [1.1, -0.3, -0.1], [-0.1, -0.3, 0.2], [0.1, 0.8, -0.9], [0.2, -0.2, -0.1], [-0.4, 1.3, -0.1], [-1.1, -1.7, -1.2], [-0.7, 0.5, -0.8], [0.7, 0.0, 0.3], [-0.1, 0.5, -0.1], [0.1, -0.4, -0.3], [-0.4, -0.2, -0.1], [-0.3, 0.0, 0.0], [-0.1, -1.3, -1.1], [0.0, -0.3, -0.1], [0.4, -0.3, -0.1], [-0.3, 0.4, 0.1], [-1.7, 1.1, 1.2], [0.4, -0.2, 0.4], [0.1, 0.0, -0.2], [-1.0, -0.9, -0.8], [-1.4, 0.5, 2.3], [-0.1, -0.1, 0.2], [-0.7, -0.3, 1.5], [0.3, 0.4, -2.5], [-2.0, -0.7, 0.4], [-0.2, 0.1, 0.0], [0.1, 0.0, -0.4], [0.8, -0.4, 0.4], [-0.3, 0.0, 0.4], [-0.7, -0.1, 2.6], [-0.2, 0.1, -0.1], [-0.1, -0.2, -0.1], [-0.4, -0.5, -4.4], [0.3, -0.1, 0.2], [0.6, 0.2, -1.0], [-0.7, -0.8, 0.3], [-0.2, 0.1, 0.1], [0.3, -0.2, 0.2], [2.7, 0.9, -1.1], [-2.3, -1.1, -3.4], [-0.8, -2.1, -0.8], [0.2, 0.1, -0.5], [-0.4, -0.2, -0.1], [-2.5, -0.5, 0.6], [0.6, -0.1, -0.1], [0.1, -0.2, 0.1], [3.3, -1.3, -2.5]],
  "mulliken_charge": [-0.267, -0.510, -0.631, 0.398, 0.645, 0.250, -0.550, -0.729, 0.744, 0.773, 0.224, 0.282, 0.181, 0.345, 0.289, 0.262, -0.608, -0.178, 0.409, -0.560, 0.275, -0.256, 0.206, -0.597, -0.554, 0.216, 0.283, -0.037, 0.140, 0.219, -0.493, -0.435, 0.236, 0.256, -0.305, -0.350, 0.311, 0.268, -0.155, -0.661, -0.680, 0.258, -0.603, -0.602, 0.291, 0.212, 0.220, -0.515, 0.182, -0.318, 0.281, -0.379, 0.380, -0.317, 0.665, -0.314, -0.712, 0.667, 0.224, 0.350, 0.292, -0.569, 0.280, 0.357, 0.348, 0.324, -0.470, 0.805, -0.547, 0.291, 0.283, -0.557, 0.275, 0.499, 0.287, 0.250, -0.324, -0.548, 0.174, 0.301, 0.754, -0.294, 0.221, -0.309, -0.325, 0.276, 0.091, 0.645, -0.292, 0.335, -0.604, -0.512, 0.284, -0.510, 0.286, -0.424]
}

***

Record 3
{
  "formula": "C4H11NO2S",
  "method": "ωB97M-V with the def2-TZVPD basis set",
  "relative_energy_kj_mol": 238.5,
  "multiplicity": 1,
  "smiles": "CN[C@H](C=O)CS.O",
  "charge": 0,
  "homo_energy_ev": -9.27,
  "largest_force_ev_per_a": 3.98,
  "total_energy_ev": -20744.8311,
  "gap_ev": 9.865,
  "symbols": ["H", "N", "H", "O", "O", "H", "H", "C", "C", "H", "H", "H", "H", "C", "H", "C", "H", "S", "H"],
  "xyz": [[0.471, 1.137, -0.807], [-0.257, 0.414, -0.879], [-1.633, 1.981, -0.542], [2.903, -0.319, -2.636], [-1.989, 0.770, 1.550], [2.397, -1.139, -2.659], [1.782, -0.368, 0.375], [-0.345, -0.442, 0.246], [0.930, -0.273, 1.221], [0.957, 0.612, 1.812], [-0.253, -1.511, -0.044], [-2.377, 0.474, -1.018], [-1.700, -1.168, 1.882], [-1.441, -0.274, 1.299], [-1.586, 1.248, -2.311], [-1.471, 1.173, -1.227], [0.288, -0.993, 3.441], [1.042, -1.584, 2.467], [2.281, 0.262, -2.171]],
  "forces_ev_per_angstrom": [[-0.2, -0.8, 0.4], [0.2, 1.8, -0.8], [-0.1, 0.9, -0.4], [-0.5, 0.0, 0.4], [0.2, 0.0, 0.1], [0.2, -0.1, -0.2], [-1.2, 0.3, 2.6], [1.1, -0.8, 2.6], [0.7, -1.4, -3.2], [0.0, 1.2, -0.4], [-0.5, 0.4, 0.1], [1.4, 1.0, -0.2], [0.1, -0.2, -0.1], [-0.6, 0.4, -0.8], [0.5, 1.0, 0.2], [-2.2, -3.3, 0.2], [0.4, -0.1, -0.6], [0.2, -0.3, 0.3], [0.2, 0.0, -0.2]],
  "mulliken_charge": [0.254, -0.236, 0.349, -0.651, -0.500, 0.329, 0.229, 0.210, -0.799, 0.397, 0.178, 0.283, 0.496, -0.226, 0.349, -0.938, 0.150, -0.189, 0.314]
}